{
  "formula": "C4H9FN2S",
  "method": "wB97M-V/def2-TZVPD",
  "symbols": ["C", "N", "C", "C", "F", "C", "N", "S", "H", "H", "H", "H", "H", "H", "H", "H", "H"],
  "positions_angstrom": [[-2.185, 0.032, -0.141], [-0.992, -0.448, 0.515], [-0.066, 0.651, 0.814], [0.845, 0.888, -0.450], [1.278, 2.182, -0.494], [1.981, -0.173, -0.303], [1.564, -1.397, -0.714], [3.385, 0.089, 0.448], [-2.501, 1.009, 0.210], [-2.036, 0.122, -1.192], [-2.992, -0.762, 0.015], [-1.276, -0.965, 1.368], [-0.704, 1.533, 1.055], [0.594, 0.447, 1.670], [0.254, 0.595, -1.391], [0.615, -1.661, -0.862], [2.236, -2.143, -0.548]],
  "lumo_ev": 0.73,
  "de_lowest_kcal_mol": 18.2,
  "smiles": "CNC[C@@H](F)C(N)=S",
  "homo_lumo_gap_ha": 0.3370,
  "e_homo_ev": -8.437
}